Formula: C5H13N2O
Source: OMol25
Level of theory: ωB97M-V/def2-TZVPD

Atoms and positions in Å:
C 0.452 1.241 -1.633
C -0.711 -0.998 0.255
C 0.692 -1.285 2.116
C 1.615 1.560 -0.926
C -2.047 -0.334 -0.043
N 1.171 -2.495 1.714
N -0.569 2.028 -1.714
O -0.263 -0.680 1.490
H 0.428 0.297 -2.133
H -0.445 -1.985 -0.004
H 0.993 -0.593 2.968
H 2.242 2.213 -1.504
H 2.037 0.576 -0.564
H 1.432 2.084 0.009
H -2.357 -0.647 -0.999
H -1.965 0.832 -0.140
H -2.904 -0.513 0.639
H 1.633 -2.984 2.553
H 0.532 -3.183 1.327
H -0.462 2.925 -1.240
H -1.503 1.941 -2.173

Kohn-Sham gap (spin up / spin down), eV: 6.04 / 6.04
Net charge: +1
Calculated total energy, eV: -10413.0336
Energy relative to the best compared isomer or geometry (same formula, charge and spin), eV: 5.162